No. 1
This record from the OMol25 dataset describes 3 unconnected molecules or ions with the total composition C3H10NO4. The level of theory is the ωB97M-V functional and the def2-TZVPD basis.

Cartesian coordinates (Å):
O1 -0.4785 -1.5178 -1.2396
C1 0.5161 -1.1008 -0.6384
N1 0.9393 0.1651 -0.7215
C2 0.1065 1.3658 -1.2395
O2 -0.3904 2.0691 -0.2146
C3 1.2557 -1.9723 0.3558
H1 1.6609 0.4596 -0.0798
H2 0.8505 1.8780 -1.8738
H3 -0.6375 0.9009 -1.9033
H4 1.2753 -3.0086 0.0225
H5 0.7662 -1.9070 1.3257
H6 2.2838 -1.6250 0.4819
H7 -1.1636 0.6918 2.1219
H8 -0.0278 1.4450 1.4094
O3 -0.2362 0.9932 2.2658
H9 -1.8153 1.0464 0.0253
H10 -2.2787 -0.3628 -0.2112
O4 -2.6264 0.4792 0.1135

Computed properties:
- ΔE to the lowest compared entry with this formula, charge and spin: 101.4 kJ/mol
- Net charge: -1

=====

No. 2
This record from the OMol25 dataset describes a molecular structure, C3H4BiO3. The level of theory is the ωB97M-V functional and the def2-TZVPD basis.

Cartesian coordinates (Å):
O1 0.0693 -0.0867 1.6973
C1 1.3155 -0.5142 1.6421
O2 1.9237 -0.9830 2.6108
C2 -1.4283 1.2940 -2.0288
C3 -0.5911 0.4512 -2.6634
O3 1.8219 -0.4475 0.4242
Bi1 0.1719 0.4703 -0.2097
H1 -1.2190 2.3664 -1.9782
H2 -2.3800 0.9424 -1.6203
H3 -0.8002 -0.6146 -2.7892
H4 0.3113 0.8311 -3.1515

Computed properties:
- ΔE to the lowest compared entry with this formula, charge and spin: 178.1 kJ/mol
- Net charge: +1

=====

Number 1: calculated total energy -476.09708 a.u., strongest force on any atom 1.056 eV Å⁻¹, HOMO level -4.36 eV. Number 2: calculated total energy -556.62767 a.u., strongest force on any atom 8.354 eV Å⁻¹, HOMO level -14.79 eV.